(1)
The following is a DFT calculation (ωB97M-V/def2-TZVPD) of a structure of composition C26H27AsBrCl3F2IrN2OS at a distorted geometry.

Atoms and positions in Å:
Ir (1.729, -0.093, 2.925)
Br (1.426, -2.409, 3.526)
C (1.026, -1.281, -0.756)
As (2.437, -0.610, 0.432)
C (3.399, 0.583, -0.787)
C (3.652, -2.194, 0.565)
C (4.046, -2.749, -0.745)
C (3.322, -3.797, -1.336)
C (3.788, -4.411, -2.478)
C (4.983, -3.991, -3.061)
C (5.687, -2.919, -2.512)
C (5.216, -2.294, -1.378)
H (1.485, -1.728, -1.638)
H (0.380, -0.458, -1.066)
H (0.432, -2.029, -0.232)
H (3.576, 0.050, -1.724)
H (4.349, 0.883, -0.345)
H (2.805, 1.478, -0.983)
H (3.121, -2.929, 1.173)
H (4.529, -1.847, 1.115)
H (2.425, -4.159, -0.855)
H (3.235, -5.228, -2.915)
H (5.364, -4.493, -3.937)
H (6.606, -2.585, -2.966)
H (5.772, -1.480, -0.934)
Cl (-5.305, -3.694, 1.087)
C (-4.698, -2.103, 0.946)
C (-3.334, -1.903, 0.703)
C (-2.858, -0.619, 0.527)
C (-3.701, 0.487, 0.581)
C (-3.145, 1.862, 0.282)
C (-2.959, 2.685, 1.596)
N (-2.033, 2.002, 2.450)
C (-2.318, 1.341, 3.607)
C (-1.174, 0.700, 3.984)
N (-0.203, 0.960, 3.060)
C (-0.751, 1.747, 2.150)
O (-3.979, 2.527, -0.628)
C (-3.352, 3.541, -1.396)
C (-2.324, 3.001, -2.350)
C (-0.958, 3.063, -2.176)
Cl (-0.113, 3.802, -0.890)
S (-0.084, 2.309, -3.482)
C (-1.558, 1.896, -4.244)
C (-2.649, 2.319, -3.540)
C (-5.054, 0.275, 0.901)
Cl (-6.124, 1.598, 1.080)
C (-5.549, -1.012, 1.067)
H (-2.672, -2.752, 0.640)
H (-1.805, -0.472, 0.328)
H (-2.149, 1.730, -0.171)
H (-3.916, 2.800, 2.105)
H (-2.572, 3.676, 1.343)
H (-3.281, 1.389, 4.071)
H (-0.993, 0.086, 4.844)
H (-0.245, 2.157, 1.296)
H (-2.904, 4.300, -0.746)
H (-4.169, 3.994, -1.959)
H (-1.545, 1.372, -5.180)
H (-3.661, 2.151, -3.853)
H (-6.594, -1.167, 1.284)
F (3.407, 2.114, 2.339)
C (3.706, 0.979, 3.051)
F (4.586, 0.300, 2.238)
H (4.239, 1.252, 3.968)

As for the max |F|: 2.20 eV/A. The spin multiplicity is 2. The value obtained for the gap between HOMO and LUMO (alpha / beta) is 3.66 / 4.14 eV. The value obtained for the molecular weight is 907.0 Da. As for the net charge: +2.



(2)
The following is a DFT calculation (ωB97M-V/def2-TZVPD) of a structure of composition C12H14CeF5N7O3S at a distorted geometry.

Atoms and positions in Å:
Ce (0.363, 1.374, -0.871)
N (-1.701, 2.841, 0.266)
C (-2.374, 1.921, 1.215)
C (-1.470, 0.964, 1.903)
O (-1.936, 0.043, 2.647)
N (-0.150, 1.061, 1.525)
C (0.692, 0.023, 2.114)
C (1.519, -0.747, 1.168)
O (2.167, -1.709, 1.603)
O (1.351, -0.448, -0.078)
H (-1.238, 3.658, 0.650)
H (-2.354, 3.257, -0.304)
H (-3.069, 1.310, 0.567)
H (-2.924, 2.442, 2.084)
H (0.099, -0.789, 2.582)
H (1.128, 0.343, 3.044)
N (0.651, -0.057, -7.345)
C (1.207, 0.052, -6.324)
N (1.863, 0.249, -5.189)
C (1.049, 0.777, -4.320)
N (0.381, 1.110, -3.417)
S (-1.886, -0.604, -1.237)
C (-1.180, -1.912, -0.391)
N (-1.371, -2.208, 0.893)
C (-0.597, -3.273, 1.685)
C (-0.394, -4.405, 0.787)
C (0.241, -3.941, -0.507)
N (-0.493, -2.860, -1.133)
H (-1.765, -1.479, 1.493)
H (-1.129, -3.457, 2.576)
H (0.298, -2.808, 2.023)
H (-1.348, -4.962, 0.576)
H (0.348, -5.070, 1.218)
H (0.440, -4.736, -1.292)
H (1.219, -3.636, -0.263)
H (-0.395, -2.609, -2.137)
F (2.836, 3.305, -0.838)
C (1.518, 3.788, -0.464)
F (1.154, 4.795, -1.358)
C (1.771, 4.448, 0.880)
F (2.600, 5.514, 0.825)
F (0.646, 4.869, 1.384)
F (2.236, 3.567, 1.759)

As for the max |F|: 3.28 eV/A. The spin multiplicity is 2. The value obtained for the gap between HOMO and LUMO (alpha / beta) is 8.47 / 8.48 eV. The value obtained for the molecular weight is 571.5 Da. As for the net charge: -1.



(3)
The following is a DFT calculation (ωB97M-V/def2-TZVPD) of a structure of composition C29H35N11S4Tb.

Atoms and positions in Å:
Tb (0.909, -0.287, -0.845)
C (3.234, 2.935, 1.954)
C (2.898, 1.864, 1.147)
N (1.634, 1.534, 0.916)
C (0.693, 2.293, 1.458)
C (1.037, 3.380, 2.244)
N (2.301, 3.702, 2.506)
C (-0.728, 1.977, 1.122)
C (-1.777, 2.667, 1.707)
C (-3.088, 2.366, 1.382)
C (-3.263, 1.370, 0.435)
C (-2.172, 0.760, -0.143)
N (-0.921, 1.025, 0.221)
C (-2.368, -0.280, -1.188)
C (-3.546, -0.379, -1.911)
N (-3.756, -1.344, -2.808)
C (-2.770, -2.212, -2.992)
C (-1.566, -2.083, -2.321)
N (-1.368, -1.119, -1.429)
C (-4.252, 3.069, 2.014)
C (-5.561, 2.782, 1.645)
C (-6.608, 3.459, 2.252)
N (-6.435, 4.396, 3.190)
C (-5.176, 4.667, 3.546)
C (-4.070, 4.040, 2.991)
H (4.272, 3.195, 2.132)
H (3.664, 1.273, 0.668)
H (0.283, 4.024, 2.675)
H (-1.563, 3.439, 2.428)
H (-4.253, 1.067, 0.130)
H (-4.338, 0.356, -1.787)
H (-2.929, -3.014, -3.708)
H (-0.734, -2.734, -2.534)
H (-5.798, 2.049, 0.880)
H (-7.633, 3.250, 1.958)
H (-5.040, 5.434, 4.303)
H (-3.085, 4.334, 3.338)
S (2.140, 2.320, -4.718)
C (1.686, 1.724, -3.253)
S (0.002, 1.464, -2.829)
S (2.859, 1.250, -2.041)
C (-2.202, -2.075, 1.250)
N (-0.898, -1.515, 1.606)
C (-1.079, -0.423, 2.567)
C (-0.052, -2.562, 2.166)
C (1.390, -2.142, 2.192)
N (2.002, -2.040, 0.852)
C (3.379, -1.545, 1.050)
C (2.076, -3.397, 0.266)
H (-2.710, -2.509, 2.124)
H (-2.086, -2.856, 0.495)
H (-2.846, -1.291, 0.844)
H (-1.506, -0.787, 3.513)
H (-1.759, 0.321, 2.152)
H (-0.133, 0.074, 2.789)
H (-0.173, -3.465, 1.565)
H (-0.357, -2.826, 3.186)
H (1.962, -2.850, 2.798)
H (1.487, -1.166, 2.667)
H (3.987, -2.296, 1.566)
H (3.356, -0.650, 1.664)
H (3.846, -1.316, 0.088)
H (2.463, -4.101, 1.013)
H (2.721, -3.387, -0.594)
H (1.094, -3.739, -0.059)
C (5.910, -1.145, -2.822)
C (4.945, -2.339, -2.714)
C (3.555, -1.993, -3.153)
N (2.549, -1.854, -2.375)
N (1.391, -1.450, -3.007)
C (1.561, -1.254, -4.294)
N (0.602, -0.797, -5.115)
S (3.163, -1.633, -4.800)
H (6.896, -1.422, -2.443)
H (5.537, -0.288, -2.257)
H (6.026, -0.821, -3.859)
H (4.882, -2.690, -1.684)
H (5.312, -3.177, -3.311)
H (-0.014, -0.134, -4.645)
H (0.908, -0.475, -6.016)

As for the max |F|: 0.79 eV/A. The spin multiplicity is 7. The value obtained for the gap between HOMO and LUMO (alpha / beta) is 5.32 / 5.33 eV. The value obtained for the molecular weight is 824.9 Da. As for the net charge: +1.



- What is the formula in the second record?
  C12H14CeF5N7O3S